1.
Molecular formula: C43H32ClN7OPRuS
Method: DFT, ωB97M-V/def2-TZVPD

Computed properties:
- orbital gap (spin up / spin down) (eV) = 7.2 / 6.2
- energy above the lowest of the compared OMol25 structures with the same formula, charge and spin (eV) = 0.000
- electronic energy (eV) = -92806.2502
- LUMO (spin up / spin down) (eV) = -5.5 / -6.6
- net charge = +2
- HOMO energy (spin up / spin down) (Ha) = -0.4676 / -0.4698
- multiplicity = 6

Each line ends with the Mulliken spin population.
Atoms and positions in Å:
C 5.55241 -1.02656 2.71736  0.018
H -4.32852 4.11578 2.93000  0.000
H -2.12441 2.77695 -2.24538  0.011
Ru -0.53043 -0.31430 0.14686  3.902
C -3.51585 3.64561 -0.30510  -0.018
C -0.87451 -2.89752 -3.61624  -0.018
H -1.67400 1.84920 -4.06959  0.001
C 0.75500 2.53719 3.72479  0.009
C 5.24739 0.32384 2.70549  -0.007
N -3.00372 -0.77850 -0.21202  0.036
H 2.81096 -0.81022 -0.06552  0.000
C -0.96663 -2.38600 4.16956  -0.001
C -2.11319 -1.78161 -2.17770  0.075
H -0.91358 -3.79751 -5.58549  0.000
C 1.24746 4.25293 1.59179  -0.001
C -1.88454 2.19118 -1.35622  0.008
C 1.85834 0.31975 -3.59007  -0.012
H -3.73355 4.04097 -1.28790  -0.001
C 0.92855 4.76499 2.84177  0.004
H 3.85053 -0.27097 -4.17868  0.000
C -1.55211 -2.99078 1.58536  0.026
C 1.08003 2.02154 2.47419  -0.009
C 0.93731 -4.08924 -4.52670  0.001
C 3.51942 -0.54369 -2.08633  0.006
C 1.40145 0.71124 -4.86986  0.013
H -4.94239 -1.12477 -2.91550  0.000
H 6.57640 -1.34666 2.84878  0.001
H 0.42779 4.31119 4.87546  0.000
C -4.07748 -0.28174 0.32860  0.009
H -2.66724 2.29390 3.20975  0.000
H 4.50602 -0.91911 -1.85944  0.000
C -0.69822 1.41303 -3.90367  0.021
C -4.51215 -0.92286 -1.95093  0.010
C -4.14807 4.16523 0.79326  0.026
H -2.13706 -4.08130 4.71067  0.000
N 0.36240 -0.55822 3.35335  -0.011
C 2.92076 -0.19883 2.39841  0.023
N -2.12197 -2.33011 -3.40986  0.006
C -1.75464 -3.47737 3.89967  0.004
O -1.44651 1.10008 1.31650  0.276
H 0.54981 1.88058 4.56080  -0.001
C -2.04955 -3.80210 2.57339  0.002
Cl -5.31242 5.43038 0.62742  0.004
C 0.14298 1.22167 -5.01834  -0.003
H -0.71608 -2.11188 5.18396  0.000
C -2.57214 2.60248 -0.16965  0.002
H -1.75298 -3.18143 0.53993  0.011
N -0.94738 -1.91109 -1.56977  0.008
C 2.56141 -0.46260 -1.06125  0.043
C -2.27852 2.09135 1.11663  0.034
H 1.39140 -4.65737 -5.32530  0.000
H 0.87059 5.83460 2.98681  0.000
C -0.15305 -2.64907 -2.44231  0.041
H 2.44972 -2.30331 2.28764  0.010
C 1.12705 -3.17501 -2.28423  -0.007
H -2.65100 -4.66194 2.32170  0.001
C 4.54374 -1.97363 2.56795  -0.006
C 1.65699 -3.88623 -3.34008  0.001
H 1.43702 4.92078 0.76350  0.000
H -2.91173 -2.38042 -4.03201  0.000
H 4.78189 -3.02778 2.58569  0.000
C 3.93352 0.74275 2.54577  0.021
C 0.99600 0.45039 -2.48414  0.007
C 0.67864 3.90954 3.90411  -0.003
H 2.64496 -4.31458 -3.25022  0.000
C 3.23361 -1.56238 2.40434  0.020
H 6.03082 1.05778 2.83173  0.000
S -5.44858 -0.26791 -0.67925  0.009
C 1.31545 2.88283 1.40395  0.002
C -3.83622 3.68064 2.07141  -0.011
N 1.34574 0.00448 -1.24302  -0.012
H 3.70134 1.79965 2.54805  0.002
C 3.15742 -0.18385 -3.35317  0.005
C -2.91888 2.67240 2.22902  0.031
H -4.11155 0.08916 1.34076  0.000
H 2.05739 0.59676 -5.72106  0.000
C -3.24229 -1.15573 -1.50798  -0.029
H 0.69109 -0.49773 4.30826  0.005
H 1.54490 2.48495 0.42106  0.014
H -0.21533 1.51022 -5.99617  0.000
P 1.19396 0.26400 2.13117  0.215
C -0.27833 1.06292 -2.64313  0.009
C -0.47414 -1.62516 3.10066  0.010
H 1.67067 -3.05988 -1.35890  0.005
C -0.34690 -3.61050 -4.68478  0.000
N -0.97318 1.27766 -1.43188  0.076
N -0.77929 -1.91311 1.83151  0.077

Cartesian forces (eV/Å) of the 6 atoms listed first:
C 0.0 -0.1 0.0
H 0.0 0.0 0.0
H 0.1 0.0 0.0
Ru 0.2 -0.1 0.0
C 0.0 0.0 0.1
C 0.1 0.0 0.0


2.
Molecular formula: C32H74F2NO7Si
Method: DFT, ωB97M-V/def2-TZVPD

Computed properties:
- orbital gap (eV) = 7.4
- electronic energy (eV) = -63508.6399
- LUMO (eV) = -3.5
- net charge = +1
- HOMO energy (Ha) = -0.4004

Each line ends with the Löwdin charge.
Atoms and positions in Å:
C -3.63968 -1.54496 4.13953  -0.122
C 8.38824 -1.38457 -1.43170  -0.496
H 4.77219 3.05415 -5.86301  0.091
C -9.42128 0.68095 5.12310  -0.064
H 0.41099 -0.30768 0.04034  0.070
H 7.09697 -0.26171 -2.76265  0.077
H 0.85262 -1.54772 4.34607  0.070
F -3.79323 -0.04757 2.07626  0.067
O 8.62752 -0.27712 -0.56576  -0.063
H -2.56233 -2.75386 -4.48907  0.078
H -1.81563 -3.51542 -5.88508  0.084
H 9.40203 -2.37655 -3.07379  0.080
H -3.35847 -4.13968 -5.26390  0.083
H -2.25436 0.52326 4.86997  0.156
O -7.96871 1.65339 6.77585  -0.058
H 4.66034 3.29017 0.25498  0.137
H 4.47640 5.59746 -7.28381  0.081
O 2.13729 -1.13724 -1.81704  -0.056
C -6.56844 2.32036 -0.16849  -0.057
F -4.91970 0.52865 4.04970  0.023
H -5.94794 4.12761 1.84083  0.084
H 3.16729 -5.55195 1.94653  0.098
C -9.04935 1.94150 5.88900  -0.496
H -9.69903 -0.11944 5.81394  0.082
C -0.07534 -3.74110 2.31296  -0.243
H -3.13871 -1.49185 5.17395  0.123
H -0.42848 -0.69870 3.35235  0.027
H -7.21552 1.36751 6.24278  0.071
H -9.46014 3.31731 4.26504  0.083
H 6.76355 2.18514 -1.68483  0.082
H -6.73659 2.05047 -1.21416  0.086
C -1.63508 -4.65786 -4.05207  -0.500
Si -1.15836 -3.05824 3.76687  0.559
H 1.81587 -1.02650 0.81182  0.075
H 5.20426 5.49727 -0.75693  0.080
H -1.43305 -2.99543 0.60548  0.067
C 5.92998 4.68003 -0.78610  -0.060
H 5.69692 1.22646 -0.67048  0.063
H 0.22474 -3.93982 -1.39756  0.071
H 1.89871 2.16000 -1.22008  0.075
H 1.45417 -4.60379 3.86656  0.078
C -0.46070 -3.54746 0.81002  -0.067
H -1.70648 -5.11762 5.26887  0.051
C -1.37460 -5.99925 -4.71877  -0.062
H 2.37067 1.34909 -2.72670  0.073
H -8.57186 0.31231 4.53792  0.072
H -4.73236 -1.85354 4.35067  0.148
H -5.50650 4.13211 -0.63078  0.145
C -2.96424 -2.66184 3.20021  -0.230
C 9.54789 -1.52401 -2.40541  -0.065
C -8.64599 3.06303 4.94842  -0.066
C -5.35355 3.22545 -0.03967  -0.490
H -2.95188 1.81563 4.06558  0.198
H 6.24934 -1.06816 -1.45217  0.070
H 6.85153 -2.02023 -2.82553  0.081
H 1.56437 0.73088 0.91177  0.074
H 6.94005 2.24727 0.08242  0.087
C 2.26943 0.03321 -1.01562  -0.490
H 6.64389 4.81687 0.03031  0.081
H -1.49536 -3.54065 6.21603  0.045
H -4.06605 1.75619 -0.05434  0.068
H -0.76289 -5.87579 -5.61819  0.084
O -0.39129 -4.06163 -3.68347  -0.080
C -2.39215 -3.71768 -4.97671  -0.065
H -1.85303 0.90213 3.21855  0.174
H -7.76829 2.77909 4.35736  0.067
H -6.41806 1.38428 0.38009  0.075
N -2.58904 0.83964 3.94493  0.292
H -2.31048 -6.48952 -4.99813  0.083
H 2.36054 2.89513 -5.70696  0.085
C 2.18905 -5.03129 1.65191  -0.056
H -4.21097 4.24183 1.48823  0.081
H 0.74514 1.13131 -2.09755  0.082
C 6.21755 2.18549 -0.73551  -0.064
H 0.12369 -3.92317 -4.48970  0.095
H 2.70299 5.64171 -7.19834  0.082
H -9.89646 2.26367 6.50024  0.143
O 4.28960 3.20677 -1.74862  -0.073
H -2.20799 -4.80951 -3.13278  0.137
H 8.68582 0.51937 -1.11009  0.077
H 9.65899 -0.61945 -3.01213  0.082
H -7.46760 2.80889 0.21552  0.084
C 1.78265 -4.83482 0.17464  -0.053
H 8.32431 -2.27911 -0.80600  0.139
O 4.83207 3.84757 -5.31419  -0.063
C 3.58644 5.02974 -6.99955  -0.065
H 3.73460 5.51895 -4.91079  0.141
H -2.90452 -2.37983 2.09176  0.070
H 10.48844 -1.65999 -1.86510  0.081
H -0.73264 -0.95513 5.23350  0.026
H -10.25874 0.86492 4.44544  0.083
C -3.71130 -0.08069 3.50343  -0.340
H 1.20162 -1.24452 -2.03503  0.081
O -4.20899 2.56023 -0.57077  -0.053
C 0.49388 -4.10351 -0.30298  -0.031
H 0.01743 -4.38753 5.63422  0.049
H 2.50378 3.52575 -4.07322  0.060
H 3.55324 4.14765 -7.64735  0.082
C 7.07181 -1.17827 -2.16417  -0.067
C 1.79504 1.24272 -1.80425  -0.067
H 3.32990 0.14655 -0.77403  0.132
C -5.09300 3.59966 1.41098  -0.064
H 4.78048 3.24669 -2.58274  0.080
C 2.43400 3.81947 -5.12447  -0.061
H 2.48964 -5.24271 -0.62557  0.096
C -1.07711 -4.16742 5.33442  -0.201
H -4.89113 2.70887 2.01735  0.048
H 1.51581 4.39516 -5.26672  0.083
H -8.37044 3.95810 5.51249  0.082
C -0.28934 -1.38773 4.27220  -0.198
C 3.65628 4.62502 -5.53564  -0.499
C 1.47139 -0.14512 0.26305  -0.075
H -0.82013 -6.66039 -4.04741  0.081
C 1.23360 -4.48129 2.75096  -0.072
C 5.22559 3.33644 -0.68056  -0.491
H 6.46571 4.76598 -1.73682  0.085
H -3.64373 -3.59490 3.24366  0.109

Cartesian forces (eV/Å) of the 6 atoms listed first:
C -0.6 -0.2 -0.5
C 0.0 0.5 -0.6
H 0.0 0.2 0.1
C -0.3 -0.2 0.1
H 0.0 0.1 -0.1
H 0.1 -0.1 0.0